Entry 1:
Density functional theory data (the ωB97M-V functional and the def2-TZVPD basis) for one molecule with the formula C3H5ClFNO2.

```
13
Properties=species:S:1:pos:R:3:nbo_charge:R:1
C 0.73624 0.61653 -1.12628 -0.70
C 0.96735 0.15185 0.28077 0.39
F 1.25332 1.18330 1.10603 -0.34
Cl 2.23727 -1.05472 0.42408 -0.02
C -0.54752 -0.58300 1.02805 -0.31
N -1.63753 -0.34280 0.11384 0.51
O -1.75144 -1.11183 -0.81218 -0.38
O -2.33021 0.62588 0.31489 -0.37
H 1.65293 1.07679 -1.49728 0.24
H -0.05961 1.36267 -1.15945 0.24
H 0.48534 -0.22947 -1.76743 0.25
H -0.32928 -1.64109 1.12712 0.24
H -0.67686 -0.05413 1.96785 0.24
```

## Properties
Energy relative to the best compared isomer or geometry (same formula, charge and spin) = 87.3 kcal per mole
Total charge = 0
HOMO = -11.14 eV
E = -24013.7740 eV
Structure (SMILES) = C[C@](F)(Cl)C[N+](=O)[O-]

---

Entry 2:
Density functional theory data (the ωB97M-V functional and the def2-TZVPD basis) for a 11-piece molecular cluster, C50H109N3O8 overall.

```
170
Properties=species:S:1:pos:R:3:mulliken_charge:R:1
C 5.58109 -0.69203 -5.32124 -1.17
C 4.74058 0.38246 -4.61187 -0.46
N 3.43207 0.65361 -5.19827 0.49
C 3.47539 1.42223 -6.46444 -0.51
C 3.91290 2.85916 -6.17832 -1.19
C 2.62670 -0.55144 -5.35868 -0.93
C 2.33469 -1.25905 -4.03945 0.26
H 5.42506 -0.63231 -6.40129 0.25
H 5.24745 -1.70658 -5.07435 0.19
H 6.63984 -0.66542 -5.07128 0.42
H 4.65919 0.12611 -3.55555 0.19
H 5.30008 1.30807 -4.73900 0.38
H 4.11417 0.97624 -7.23458 0.29
H 2.44129 1.38212 -6.80282 0.40
H 4.95497 2.92963 -5.87039 0.35
H 3.67633 3.56994 -6.96796 0.40
H 3.36947 3.20344 -5.29259 0.21
H 3.04730 -1.22822 -6.11578 0.40
H 1.64151 -0.27743 -5.75381 0.34
H 3.14948 -1.96544 -3.86531 0.10
H 1.44399 -1.86680 -4.20531 -0.40
H 2.20893 -0.53011 -3.24228 -0.04
C -3.35278 -0.67789 -2.50895 0.23
C -3.89543 -1.61588 -3.61200 -1.22
N -2.95137 -2.03785 -4.65420 0.08
C -1.85073 -2.79802 -4.08696 0.51
C -2.11945 -4.21412 -3.62500 -1.47
C -2.45257 -0.85877 -5.37784 0.21
C -1.75729 -1.27802 -6.67231 -1.56
H -3.20440 -1.23310 -1.58207 -0.02
H -4.11900 0.07483 -2.32376 0.55
H -2.41155 -0.20651 -2.78233 -0.50
H -4.33768 -2.49165 -3.13401 0.28
H -4.71931 -1.10160 -4.10902 0.43
H -0.91637 -2.67035 -4.63938 0.09
H -1.47739 -2.26507 -3.18491 -0.17
H -3.14859 -4.29586 -3.27400 0.35
H -1.89692 -4.99295 -4.35478 0.30
H -1.48613 -4.43777 -2.76368 0.29
H -1.66779 -0.42042 -4.74638 -0.01
H -3.25269 -0.20072 -5.70398 0.48
H -2.46647 -1.64184 -7.41859 0.39
H -0.97644 -2.03519 -6.60306 0.26
H -1.26635 -0.39836 -7.10281 0.43
C 2.16610 -0.44588 -0.05882 -0.77
C 1.06162 -1.21113 0.63959 -1.07
N 0.18496 -0.33064 1.41123 0.63
C -0.67397 0.47989 0.53986 0.95
C -1.25704 1.69056 1.24154 -1.05
C -0.64014 -1.11652 2.37298 0.35
C 0.00415 -1.08700 3.76969 -0.39
H 2.95188 -1.10681 -0.43116 0.79
H 2.65781 0.27002 0.59591 0.32
H 1.75107 0.10479 -0.90525 -0.47
H 0.54743 -1.99585 0.05757 0.28
H 1.50548 -1.87687 1.39661 0.58
H -0.05331 0.86648 -0.27662 -0.38
H -1.38957 -0.13486 -0.03106 0.04
H -1.78311 2.38986 0.58840 0.01
H -1.86529 1.46487 2.11944 -0.08
H -0.45532 2.31316 1.65463 0.42
H -0.61433 -2.12762 1.94784 0.39
H -1.67677 -0.78871 2.39754 -0.70
H -0.80770 -1.36663 4.44255 -0.67
H 0.42088 -0.12205 4.05198 0.39
H 0.81676 -1.81338 3.83303 0.34
C 0.84848 2.94555 -3.01265 -0.20
C -0.11593 3.84178 -2.25182 0.17
C -1.28370 3.90730 -3.19360 -0.68
O -1.33306 2.64613 -3.89899 -0.47
C -0.13514 1.91227 -3.60485 0.61
H 1.58061 2.42204 -2.40181 0.19
H 1.26172 3.54440 -3.82608 0.09
H 0.27806 4.82850 -2.01412 0.52
H -0.46396 3.30627 -1.36048 -0.34
H -1.06091 4.56086 -4.05278 0.31
H -2.27749 4.14790 -2.81623 0.25
H 0.28144 1.47175 -4.51021 -0.09
H -0.35883 1.14227 -2.85870 -0.33
C -5.91829 0.81767 2.22557 -0.81
C -5.50579 0.32764 0.87151 0.20
C -4.69319 -0.89365 1.24122 -0.56
O -3.93891 -0.38262 2.34691 -0.24
C -4.72833 0.51463 3.15081 -0.23
H -6.79209 0.23430 2.53706 0.33
H -6.20150 1.86226 2.36569 0.36
H -4.87319 1.09078 0.40831 -0.32
H -6.31210 0.08520 0.17740 0.50
H -4.01275 -1.31220 0.49870 0.15
H -5.24502 -1.78892 1.56121 0.24
H -4.12805 1.41858 3.25070 0.33
H -5.04326 0.00238 4.05959 0.10
C 5.62025 4.84451 0.79754 -0.55
C 4.45190 3.85085 0.64355 -0.39
C 4.97191 2.94213 -0.45388 0.01
O 6.35002 2.82773 -0.13271 -0.42
C 6.86914 4.12126 0.24670 -0.44
H 5.78756 5.31007 1.76408 0.37
H 5.36353 5.59019 0.03883 0.25
H 3.55098 4.37840 0.33054 0.30
H 4.29718 3.35366 1.60138 0.23
H 4.85925 3.35939 -1.46422 0.19
H 4.51628 1.95692 -0.55085 -0.04
H 7.30074 4.60585 -0.63448 0.23
H 7.71243 3.83871 0.87498 0.26
C -2.37788 -3.67210 4.82757 -0.42
C -2.19117 -3.96177 6.31936 -0.66
C -3.46954 -3.43912 6.94103 -0.59
O -3.81233 -2.30676 6.14142 -0.43
C -3.36466 -2.50248 4.79535 0.93
H -2.70929 -4.50989 4.21635 0.48
H -1.42743 -3.36330 4.38770 0.00
H -1.28811 -3.47869 6.68914 0.24
H -2.07500 -5.03432 6.50011 0.39
H -3.26398 -3.15529 7.97413 0.33
H -4.33676 -4.10413 6.87282 0.33
H -2.97898 -1.58348 4.36642 -0.67
H -4.18504 -2.88557 4.17920 0.19
C 3.08822 -4.28072 -2.21632 0.49
C 3.35287 -5.32718 -1.10331 -0.61
C 2.16636 -6.30374 -1.13853 -0.50
O 1.15298 -5.60234 -1.86935 -0.35
C 1.81489 -4.85100 -2.85222 0.25
H 3.85145 -4.38135 -2.98910 0.28
H 3.04579 -3.29431 -1.76859 -0.51
H 3.40304 -4.83029 -0.13385 0.21
H 4.30945 -5.84392 -1.20250 0.32
H 1.86726 -6.59741 -0.13286 0.32
H 2.31303 -7.24479 -1.68162 0.29
H 1.19610 -4.01791 -3.19274 -0.44
H 2.06329 -5.46227 -3.72689 0.35
C -4.46032 4.29353 0.27497 0.16
C -5.95195 4.41027 -0.10283 -0.59
C -5.97698 5.26481 -1.42161 -0.33
O -4.60107 5.56022 -1.56469 -0.46
C -3.90958 5.54670 -0.33800 -0.46
H -4.00131 3.46589 -0.26940 -0.29
H -4.32242 4.19079 1.35113 0.43
H -6.51199 4.89923 0.69425 0.36
H -6.35757 3.41061 -0.26561 0.14
H -6.53967 6.18408 -1.22852 0.22
H -6.38798 4.74113 -2.27922 0.33
H -4.07248 6.43447 0.28842 0.27
H -2.86058 5.53380 -0.63663 0.20
C -0.80935 1.21416 7.92951 -0.67
C -1.48903 0.02063 7.23190 0.00
C -2.71735 0.67369 6.57009 0.68
O -2.70460 2.06660 6.90717 -0.48
C -1.96637 2.12900 8.16116 -0.48
H -0.11239 1.70073 7.24103 0.25
H -0.25336 1.04872 8.85446 0.38
H -1.87282 -0.62876 8.02095 0.15
H -0.73252 -0.40319 6.57888 -0.05
H -3.59063 0.06920 6.81401 0.24
H -2.56848 0.60922 5.48718 -0.61
H -2.63099 1.76319 8.95191 0.24
H -1.78359 3.19695 8.27055 0.34
C 4.10699 -0.71790 4.43878 -0.22
C 4.53825 -2.13805 4.73247 -0.57
C 5.60138 -2.35388 3.67035 -0.51
O 5.06509 -1.73641 2.51162 -0.43
C 4.37441 -0.52451 2.92680 0.55
H 4.59578 0.06119 5.02280 0.37
H 3.03999 -0.62185 4.65621 -0.02
H 3.78556 -2.91733 4.62255 0.22
H 4.95125 -2.22835 5.73967 0.35
H 5.82258 -3.39761 3.43580 0.34
H 6.57383 -1.87961 3.87184 0.26
H 3.44069 -0.43970 2.37503 -0.73
H 5.11763 0.20296 2.58551 0.29
```

## Properties
Energy relative to the best compared isomer or geometry (same formula, charge and spin) = 0.0 kcal per mole
Total charge = 0
HOMO = -8.18 eV
E = -74461.5208 eV
Structure (SMILES) = CCN(CC)CC.CCN(CC)CC.CCN(CC)CC.C1CCOC1.C1CCOC1.C1CCOC1.C1CCOC1.C1CCOC1.C1CCOC1.C1CCOC1.C1CCOC1

---

Entry 3:
Density functional theory data (the ωB97M-V functional and the def2-TZVPD basis) for a 2-piece molecular cluster, C3H5NO2 overall.

```
11
Properties=species:S:1:pos:R:3:nbo_charge:R:1
C 1.62676 -0.06989 1.08391 -0.39
C 0.22488 0.93618 -0.67432 0.31
O -0.21730 1.65286 -1.53633 -0.57
C -0.67003 -0.25610 -0.21659 0.54
O -0.17143 -0.93483 0.67073 -0.53
N -1.83747 -0.39514 -0.81641 -0.76
H 1.62874 0.93993 1.46164 0.20
H 1.56972 -0.83745 1.85820 0.18
H 2.32883 -0.29111 0.29354 0.20
H -2.03817 0.31213 -1.51696 0.42
H -2.49053 -1.12709 -0.58947 0.41
```

## Properties
Energy relative to the best compared isomer or geometry (same formula, charge and spin) = 106.0 kcal per mole
Total charge = 0
HOMO (spin up / spin down) = -7.49 / -7.51 eV
E = -8773.0996 eV

---

Entry 4:
Density functional theory data (the ωB97M-V functional and the def2-TZVPD basis) for an isolated ion of composition C2H10N5 and charge +1.

```
17
Properties=species:S:1:pos:R:3:nbo_charge:R:1
N -0.50883 -0.96582 -1.52026 -0.65
N 0.37965 0.07616 -1.36547 -0.47
C 0.17408 0.93792 -0.32952 0.32
N 0.95113 2.04062 -0.41442 -0.81
N 0.48348 0.09259 1.16432 -0.64
C -0.30540 -0.70978 1.79696 0.36
N -1.25165 -1.30692 1.14721 -0.76
H 0.07452 -1.78458 -1.69403 0.38
H -1.10185 -0.84273 -2.38476 0.39
H 1.29596 0.07429 -1.77796 0.38
H -0.81164 1.31807 -0.22550 0.20
H 1.72491 2.03530 -1.04097 0.40
H 1.01433 2.51704 0.45283 0.40
H 1.25869 0.57090 1.55091 0.41
H -0.31702 -0.94052 2.84687 0.22
H -1.29017 -1.19342 0.02863 0.45
H -1.77018 -1.91912 1.76516 0.42
```

## Properties
Energy relative to the best compared isomer or geometry (same formula, charge and spin) = 67.6 kcal per mole
Total charge = +1
HOMO = -13.66 eV
E = -9679.0802 eV
Structure (SMILES) = NN[C@H](N)NC=[NH2+]